The following is a DFT calculation (wB97M-V/def2-TZVPD) of a 8-piece molecular cluster, C35H86ClN6O11 overall.

```
139
Properties=species:S:1:pos:R:3:forces:R:3
Cl -0.09727 0.18139 -0.52874 -1.62 0.36 0.45
O -1.29966 0.24432 0.19578 -1.51 0.61 2.58
O 0.11945 1.41775 -1.15368 0.78 2.65 -1.50
O 1.02924 -0.10028 0.27631 1.47 -0.96 1.23
O -0.36242 -0.81434 -1.48061 1.16 -2.30 -2.65
C 0.23246 3.90868 2.76879 -0.26 0.51 -0.98
O -0.81565 3.13140 2.15682 0.68 0.54 1.06
H 0.14467 4.95500 2.47618 -0.24 0.31 -0.17
H 0.20695 3.94543 3.85787 -0.27 -0.74 -0.03
H 1.22607 3.63999 2.41012 0.05 -0.52 0.31
H -0.50290 2.82847 1.30124 -0.03 -0.26 -0.14
C 4.85395 -0.67999 1.06675 -0.24 0.09 -0.34
C 4.53954 -0.17485 2.45000 -1.90 0.52 -0.14
C 4.36716 1.35517 2.39053 1.16 0.07 0.22
O 4.05329 1.89699 3.65531 0.28 -0.50 0.58
C 4.34503 3.26423 3.90069 -1.61 -0.45 -0.27
N 3.24629 -0.80257 2.86403 0.63 0.61 0.57
H 5.28112 -1.68209 1.10428 0.45 0.26 -0.20
H 5.41066 0.09412 0.53861 0.69 -0.50 -0.16
H 3.94126 -0.78134 0.47953 -0.24 0.05 0.11
H 5.34918 -0.37177 3.15270 -0.18 -0.26 0.19
H 3.63612 1.66634 1.64429 -0.18 -0.08 -0.22
H 5.36035 1.70854 2.11339 0.18 0.46 -0.36
H 5.37012 3.59325 3.73027 0.17 -0.33 0.08
H 3.97934 3.42502 4.91485 0.60 0.10 0.17
H 3.65810 3.85971 3.29934 0.18 0.38 -0.42
H 2.87246 -0.14512 3.53344 0.02 -0.16 0.88
H 2.59739 -0.60485 2.11574 -0.17 -0.30 -0.76
C 2.55535 4.89972 -0.06118 1.37 1.03 0.56
C 1.73430 5.64054 -1.09753 1.28 1.33 0.79
C 2.59207 6.53678 -2.09879 -0.54 -0.33 1.41
O 3.33873 7.59342 -1.44765 -1.28 -1.02 1.14
C 4.20592 8.30521 -2.26308 0.47 -1.18 -0.80
N 0.88779 4.69301 -1.77060 -0.13 -0.04 -0.60
H 2.92722 5.59947 0.68726 0.00 0.19 0.20
H 3.47991 4.51153 -0.48849 -0.13 -0.61 -0.16
H 1.99291 4.14944 0.49455 0.02 -0.14 -0.37
H 1.12753 6.33654 -0.51829 -0.39 0.18 -0.25
H 1.83123 6.97770 -2.74285 0.30 -0.03 -0.59
H 3.29962 5.86650 -2.58684 0.00 0.03 -0.54
H 4.95232 7.62275 -2.66956 0.37 -0.30 -0.18
H 4.79179 9.01384 -1.67768 -0.63 0.37 -0.07
H 3.68345 8.66160 -3.15083 -0.02 0.85 0.08
H 0.59131 4.10226 -1.00691 -0.91 -0.23 -0.03
H 1.50548 4.03247 -2.22032 0.19 -0.21 -0.68
C 1.93217 -3.67869 1.10595 0.32 -0.07 0.61
C 0.55970 -4.17612 0.50864 1.33 1.72 0.76
C -0.60276 -3.49573 1.26430 1.27 -0.45 -0.68
O -1.80910 -3.79675 0.61030 -0.25 0.16 0.72
C -2.87511 -3.32910 1.39196 -0.78 -0.53 0.23
N 0.48037 -3.80425 -0.90881 0.72 -0.84 0.32
H 2.89584 -4.01037 0.71939 -0.32 -0.70 -1.50
H 2.17055 -4.05654 2.10018 -0.89 0.42 0.75
H 2.09362 -2.60205 1.05235 -0.65 0.19 0.31
H 0.53737 -5.22820 0.79274 -0.37 -0.39 -0.97
H -0.45621 -2.41584 1.28556 0.11 0.35 -0.01
H -0.52086 -3.85494 2.29015 -0.53 -0.08 0.34
H -2.93305 -3.87406 2.33418 0.23 -0.09 0.45
H -3.83069 -3.54480 0.91402 0.22 0.01 -0.40
H -2.85546 -2.26600 1.63184 0.36 0.27 -0.18
H 1.42809 -3.87124 -1.25150 0.28 -0.43 -0.37
H 0.36074 -2.80194 -0.94319 -0.65 0.32 0.03
C -3.76230 -1.53199 -2.75410 -0.60 0.64 -0.05
C -3.38610 -2.70271 -1.86636 -1.68 -1.05 -0.56
C -4.43531 -3.88077 -1.81868 0.54 0.86 0.69
O -3.89869 -4.94578 -1.05041 -1.01 0.72 0.31
C -4.91816 -5.88410 -0.67602 1.65 0.18 -0.47
N -2.09504 -3.18340 -2.29300 0.16 0.54 0.23
H -3.67961 -1.79071 -3.80971 -0.29 -0.13 -0.12
H -3.06295 -0.70662 -2.62078 0.34 -0.17 0.18
H -4.72307 -1.06219 -2.54356 -0.43 -0.27 -0.06
H -3.31113 -2.31123 -0.85185 0.14 -0.28 0.05
H -4.82241 -4.26538 -2.76225 0.45 0.11 -0.70
H -5.33478 -3.53139 -1.31174 -0.25 0.42 0.22
H -4.69518 -6.65912 -1.40931 -0.89 -0.85 0.46
H -5.95250 -5.54187 -0.70949 0.01 0.33 -0.35
H -4.71268 -6.15702 0.35906 0.07 -0.44 -0.10
H -1.61643 -2.31681 -2.09285 1.43 -0.27 0.23
H -2.08407 -3.14114 -3.30206 -0.17 -0.39 -0.55
C 1.93480 -3.08791 6.77592 0.98 -1.54 -0.62
C 0.50396 -2.69564 6.43766 0.10 -0.72 1.67
C 0.07225 -1.84777 7.68193 -0.41 -0.29 0.36
C -1.13001 -0.99079 7.43183 1.01 -0.54 -0.11
C -0.71061 -0.13122 6.26246 -1.70 -0.05 0.01
C -0.38782 -0.90396 4.93647 -0.41 1.22 1.28
N 0.59295 -1.93186 5.21982 0.31 1.65 0.37
O 0.94473 -2.66256 4.06689 -0.87 -0.66 0.49
C -1.71555 -1.39884 4.36674 0.31 0.62 -0.40
C 0.21652 0.15613 4.00526 0.22 -0.73 -0.36
C -0.45824 -3.91877 6.36113 0.34 0.09 -0.25
H 2.08651 -3.72923 7.64413 -0.53 0.16 0.43
H 2.64374 -2.26299 6.84667 -0.43 0.34 0.05
H 2.33236 -3.71841 5.98061 0.00 0.01 -0.36
H -0.27637 -2.47985 8.49865 0.82 -0.75 0.00
H 0.90872 -1.25983 8.05974 0.08 0.13 -0.16
H -1.40610 -0.41990 8.31837 0.16 0.29 -0.01
H -1.95358 -1.69186 7.29641 -0.35 0.30 -0.64
H 0.08915 0.52275 6.61004 0.20 -0.02 -0.27
H -1.61771 0.45877 6.13139 0.28 0.69 -0.93
H -2.37906 -1.82138 5.12126 0.17 -0.41 -0.16
H -2.22200 -0.50906 3.99270 -0.18 -0.05 -0.25
H -1.48498 -2.04278 3.51804 -0.40 -0.24 0.20
H 1.23637 0.41814 4.28695 -0.16 0.20 0.58
H 0.34141 -0.26837 3.00912 -0.44 0.23 -0.32
H -0.41481 1.04460 3.99278 0.07 -0.06 -0.30
H -0.02853 -4.69467 5.72755 -0.12 0.04 -0.20
H -1.42847 -3.61841 5.96548 0.10 -0.02 -0.19
H -0.66400 -4.37372 7.33004 0.28 0.10 0.18
H 1.70641 -2.20762 3.70018 0.63 0.20 -0.07
C -2.01395 2.42246 -4.09556 -0.03 0.97 -0.61
C -2.16922 1.74630 -5.48492 -0.54 -0.13 1.90
C -2.01251 2.76982 -6.63628 0.60 -0.52 -0.14
C -1.78042 2.12331 -8.01879 0.73 0.27 1.11
C -0.59493 1.17542 -7.91228 -0.92 -0.01 0.09
C -0.72772 0.06327 -6.83347 -1.22 -0.24 -1.20
N -1.10125 0.63614 -5.51734 -0.03 2.53 -2.24
O -1.24186 -0.32073 -4.52599 -0.34 -0.32 -0.09
C -1.66888 -1.09624 -7.22979 -0.14 0.21 -0.07
C 0.63111 -0.54368 -6.83861 2.03 -0.28 1.45
C -3.68250 1.28199 -5.48923 1.70 -1.27 -0.48
H -2.37140 1.84493 -3.24305 -0.07 -0.23 -0.28
H -1.03731 2.81941 -3.81861 0.37 -0.40 -0.36
H -2.61930 3.32366 -4.19293 -0.36 0.11 0.36
H -2.87941 3.42811 -6.69311 -0.18 -0.12 0.35
H -1.16502 3.41217 -6.39700 0.24 0.05 -0.11
H -2.65693 1.59277 -8.39075 -0.10 0.05 0.01
H -1.48314 2.89408 -8.72987 -0.39 0.14 -0.16
H 0.33178 1.71674 -7.72180 -0.07 0.29 0.21
H -0.47725 0.76579 -8.91550 0.21 -0.66 0.14
H -1.48781 -1.41488 -8.25633 0.14 -0.05 -0.07
H -2.73354 -0.88003 -7.14112 0.04 0.11 0.12
H -1.41170 -1.91711 -6.56037 -0.35 -0.12 -0.06
H 0.70099 -1.42846 -6.20586 -0.07 -0.09 0.05
H 1.34328 0.17316 -6.42987 0.08 0.16 0.29
H 1.09296 -0.79853 -7.79247 -0.73 -0.07 -0.38
H -4.49347 1.96156 -5.22727 0.59 0.61 -0.12
H -3.78376 0.93371 -6.51711 -0.86 -0.44 0.15
H -3.71945 0.48173 -4.75009 -0.28 -0.39 -0.34
H -0.44333 -0.18264 -4.01133 0.00 -0.16 0.63
```
Positions in Å, forces in eV/Å.

Calculated values
charge: -1
energy relative to the best compared isomer or geometry (same formula, charge and spin): 66.28 kcal per mole
spin multiplicity: 1
DFT total energy: -3001.0394 Ha
gap between HOMO and LUMO: 7.84 eV
strongest force on any atom: 3.7 eV Å⁻¹
LUMO level: 2.341 eV

Löwdin population analysis, charges in e, atoms 1 to 4: 0.55, -0.33, -0.35, -0.35

=====

The following is a DFT calculation (wB97M-V/def2-TZVPD) of a 10-piece molecular cluster, C35H87BBr2N2O13S9 overall.

```
149
Properties=species:S:1:pos:R:3:forces:R:3
C 5.10910 -0.10098 0.62000 0.50 0.85 -0.83
C 5.00402 0.41350 -0.90164 -0.62 -0.25 0.44
C 3.50204 0.82309 -1.27266 0.89 -0.19 -0.22
C 3.42543 1.71331 -2.60811 -0.27 -1.22 0.07
C 2.02937 2.47842 -2.77462 0.29 -0.82 0.09
C 1.20439 2.01685 -4.07262 0.41 0.50 -0.04
C 0.28913 0.70258 -3.82602 0.71 1.59 -0.13
C -1.02852 1.22198 -3.09632 -0.12 -0.59 -0.87
C -1.88902 0.12788 -2.31564 -1.45 1.06 0.11
C -1.56963 0.00217 -0.74233 1.72 -1.69 -1.58
O -1.14052 1.24087 -0.12462 -2.59 1.40 0.24
C -2.13861 2.19301 0.00412 -0.88 1.45 -0.28
O -3.22219 2.25525 -0.57700 2.36 -0.86 0.86
C -1.81363 3.41862 0.99602 0.50 -1.81 -0.11
Br -0.95572 4.80084 -0.16069 -0.50 -0.56 0.67
C -0.95266 3.00370 2.26254 -1.29 1.55 0.68
C -1.08434 4.20031 3.34358 0.23 -0.73 0.20
Br 0.98429 2.78365 1.90602 -0.94 -0.40 -0.03
B -0.25384 -1.00061 -0.65224 2.14 0.23 1.02
N -0.04921 -2.20294 -1.48925 -0.19 0.86 0.69
O 0.79289 -0.66922 0.27374 -1.91 -0.90 -1.45
N -2.68777 -0.56714 0.05292 0.43 -0.32 -0.66
C -2.28545 -1.04987 1.39526 -1.25 -0.66 1.49
C -3.53468 -1.51152 -0.67542 -1.74 -1.52 -1.02
C -5.10470 -1.18262 -0.66489 0.58 0.77 1.14
O -3.18743 -2.54301 -1.26521 -0.05 2.64 1.59
H 4.88609 0.76873 1.32286 0.26 -1.06 -0.75
H 6.19492 -0.43993 0.77604 -1.80 0.31 -0.04
H 4.35621 -0.91680 0.82009 0.99 0.70 -0.16
H 5.63974 1.34414 -1.05175 -0.48 -1.22 0.22
H 5.37205 -0.44329 -1.55846 -0.48 1.30 0.63
H 2.91916 -0.13821 -1.43521 0.50 1.21 0.23
H 3.07296 1.35014 -0.36700 0.26 -0.38 -1.09
H 4.33485 2.39179 -2.69371 -1.24 -0.63 0.25
H 3.51633 0.96253 -3.46384 0.01 0.99 0.95
H 2.26182 3.58866 -2.77199 -0.68 -1.24 -0.06
H 1.39023 2.20451 -1.86794 0.79 0.68 -0.99
H 1.92630 1.86131 -4.94689 -0.91 0.09 1.20
H 0.56522 2.91592 -4.36414 0.45 -1.31 0.21
H 0.06689 0.25495 -4.84283 0.09 0.29 1.30
H 0.92453 -0.02098 -3.23288 -0.85 0.63 -0.49
H -1.71483 1.60643 -3.92893 0.96 -0.41 1.12
H -0.74541 2.13176 -2.49006 -0.51 -1.17 -0.29
H -1.86850 -0.88799 -2.83328 0.32 1.35 0.89
H -2.97742 0.47704 -2.42049 1.37 -0.47 0.30
H -2.81191 3.81871 1.35240 1.28 -0.44 -0.53
H -1.44343 2.06684 2.69284 1.09 1.04 -0.69
H -1.81906 3.92342 4.17464 0.68 0.39 -1.41
H -1.40016 5.16026 2.81307 0.57 -1.23 0.88
H -0.07363 4.29559 3.84484 -1.25 0.25 -0.63
H -0.62784 -3.00051 -1.22133 0.24 0.27 -0.55
H -0.06607 -2.01759 -2.49377 -0.24 -0.60 0.38
H 1.48643 -1.36364 0.22508 -0.46 0.46 0.01
H -1.98859 -2.15724 1.42432 0.06 1.51 -0.18
H -3.22370 -0.99195 2.05447 1.20 -0.10 -0.77
H -1.52332 -0.38675 1.91611 -0.75 -0.86 -1.14
H -5.58805 -1.36749 -1.66732 0.70 0.00 1.18
H -5.26641 -0.10142 -0.33551 0.27 -1.44 -0.70
H -5.59416 -1.81090 0.15671 0.64 0.59 -1.28
C 6.55760 -4.16497 -3.52995 0.17 0.07 0.03
S 4.91162 -4.16553 -2.78827 -0.12 0.21 0.07
O 4.53270 -2.74484 -2.54350 0.21 -0.29 -0.04
C 5.42391 -4.86572 -1.20532 0.12 0.03 0.16
H 6.48638 -3.72573 -4.52512 -0.11 -0.02 0.08
H 7.24062 -3.57187 -2.91909 -0.09 0.01 0.04
H 6.92035 -5.19100 -3.61227 -0.07 0.01 0.01
H 6.17949 -4.22677 -0.74284 -0.03 0.08 -0.08
H 5.82386 -5.86895 -1.36341 -0.04 0.02 -0.06
H 4.54995 -4.92267 -0.55590 -0.03 0.06 -0.14
C 0.98532 -2.92336 4.43266 0.05 -0.13 0.07
S 1.76296 -1.63070 3.44082 0.05 0.13 -0.06
O 2.68697 -2.30321 2.47833 -0.16 0.01 0.19
C 2.76976 -0.95231 4.77337 0.06 -0.10 0.13
H 0.33058 -3.50719 3.78519 0.07 0.10 -0.05
H 1.74917 -3.57571 4.85961 0.02 0.05 -0.05
H 0.39412 -2.46573 5.22756 0.03 0.05 -0.05
H 3.42312 -1.72619 5.18139 -0.04 -0.07 -0.12
H 2.11837 -0.55786 5.55509 0.00 0.12 -0.11
H 3.37685 -0.14324 4.36711 -0.14 -0.04 -0.09
C 1.26735 3.84024 8.01790 0.10 0.05 0.05
S 0.75884 2.17105 7.56132 0.05 0.22 -0.01
O 1.41407 1.84762 6.25856 -0.15 0.01 0.08
C -0.96212 2.58781 7.21135 -0.05 -0.01 -0.10
H 2.33475 3.82602 8.24194 -0.03 -0.09 -0.13
H 1.07992 4.52539 7.18952 -0.01 -0.10 -0.03
H 0.71469 4.15930 8.90333 -0.04 -0.09 -0.03
H -1.00906 3.35256 6.43455 0.08 -0.04 0.02
H -1.44197 2.94719 8.12293 0.07 -0.03 0.00
H -1.47160 1.68810 6.86531 0.09 0.02 0.02
C 5.76517 1.94044 5.73829 -0.06 -0.14 0.02
S 5.51982 3.71395 5.96459 -0.18 -0.01 0.05
O 4.60751 3.89365 7.13465 0.14 -0.09 -0.25
C 4.53789 3.95411 4.47011 -0.15 -0.06 -0.03
H 6.33154 1.55990 6.58862 -0.03 0.13 -0.01
H 4.79890 1.43519 5.68985 -0.03 0.12 0.03
H 6.32859 1.76494 4.82020 -0.01 0.07 0.02
H 3.65042 3.31861 4.50198 0.02 -0.01 0.10
H 5.14206 3.71276 3.59398 0.04 0.01 0.06
H 4.23342 4.99978 4.42170 0.08 -0.05 0.09
C -2.66529 -3.57286 -4.58738 -0.01 0.06 0.08
S -1.29304 -4.72411 -4.82662 0.07 0.12 -0.10
O -0.07027 -4.08870 -4.25392 -0.27 0.04 -0.08
C -1.21128 -4.54129 -6.61950 0.07 -0.02 0.18
H -2.87072 -3.49680 -3.51868 0.08 -0.06 -0.04
H -2.39930 -2.58840 -4.97756 0.09 -0.06 -0.04
H -3.54953 -3.95500 -5.10049 0.05 -0.03 0.00
H -1.03589 -3.49722 -6.88026 -0.05 -0.04 0.05
H -2.14378 -4.88663 -7.06359 0.07 0.04 0.06
H -0.38717 -5.15064 -6.99092 -0.04 0.00 0.12
C -6.93170 2.92428 3.59981 -0.09 0.09 0.05
S -5.53359 1.80530 3.37557 -0.04 0.08 -0.15
O -4.32430 2.47867 3.94442 -0.12 0.01 -0.20
C -5.45072 1.97023 1.58175 -0.02 -0.03 0.07
H -7.14095 3.00679 4.66665 0.10 -0.06 -0.04
H -6.68704 3.91082 3.20168 0.11 -0.06 0.00
H -7.80832 2.51975 3.08956 0.08 -0.09 -0.04
H -5.29872 3.01622 1.30989 0.04 -0.02 0.07
H -6.37603 1.59680 1.13688 -0.05 -0.01 0.11
H -4.61083 1.37722 1.21940 -0.02 0.04 0.10
C 7.98517 -3.86371 2.70144 0.10 -0.10 -0.02
S 7.72558 -2.20559 2.03695 0.00 -0.07 -0.12
O 7.97873 -2.26875 0.56703 0.08 -0.11 0.41
C 9.18397 -1.47064 2.80658 0.15 -0.02 -0.02
H 7.20062 -4.51528 2.31630 -0.01 0.14 -0.02
H 8.95910 -4.24272 2.38682 -0.02 0.08 -0.04
H 7.92748 -3.83260 3.79066 -0.04 0.05 -0.04
H 10.08206 -2.00135 2.48594 -0.07 -0.01 -0.04
H 9.08582 -1.51889 3.89234 -0.06 -0.01 -0.04
H 9.24849 -0.42787 2.49524 -0.10 -0.08 -0.04
C -11.00352 3.41694 0.68656 -0.01 0.03 0.11
S -9.82736 2.47339 -0.30517 0.09 -0.08 0.10
O -9.17859 1.47467 0.59831 -0.04 0.38 -0.07
C -8.65791 3.82767 -0.54179 0.08 0.03 0.04
H -11.81360 2.75167 0.98541 0.10 -0.03 -0.08
H -10.50902 3.80954 1.57668 0.05 -0.05 -0.05
H -11.40891 4.23530 0.08955 0.03 -0.06 -0.03
H -8.31188 4.19417 0.42629 -0.06 -0.07 0.01
H -9.14070 4.63253 -1.09808 -0.02 -0.06 0.00
H -7.80789 3.45300 -1.11264 -0.10 -0.06 0.03
C -5.04088 -3.29095 -9.54238 -0.03 0.11 -0.01
S -3.67267 -4.44364 -9.78095 0.14 0.14 -0.02
O -2.44908 -3.80986 -9.20545 -0.42 -0.04 -0.31
C -3.58491 -4.25826 -11.57390 0.02 0.05 -0.09
H -5.24684 -3.21723 -8.47445 0.08 -0.08 -0.05
H -4.76990 -2.30702 -9.92850 0.07 -0.06 0.01
H -5.92706 -3.66623 -10.05664 0.05 -0.04 0.02
H -3.40607 -3.21319 -11.83149 0.01 -0.02 0.10
H -4.51870 -4.60200 -12.02159 0.02 -0.02 0.06
H -2.76084 -4.86884 -11.94298 -0.04 0.01 0.13
```
Positions in Å, forces in eV/Å.

Calculated values
spin multiplicity: 1
DFT total energy: -11229.6770 Ha
gap between HOMO and LUMO: 8.58 eV
strongest force on any atom: 3.1 eV Å⁻¹
LUMO level: 0.448 eV

Löwdin population analysis, charges in e, atoms 1 to 4: -0.12, -0.24, -0.21, -0.20

=====

| no. | E_HOMO (eV) |
| --- | --- |
| 1 | -5.504 |
| 2 | -8.128 |